(1)
48
Properties=species:S:1:pos:R:3:nbo_charge:R:1 method="wB97M-V/def2-TZVPD" homo_energy_ev=-3.9397 orbital_gap_ev=6.46 total_charge=-1 largest_force_ev_per_a=0.41 de_lowest_ev=0.000
C 2.49592 -1.84326 -1.27786 -0.404
N 1.15414 -1.59892 -1.77952 -0.651
C 0.91091 -0.23141 -2.27652 -0.528
P -0.14849 0.90674 -1.15369 1.666
N -1.14872 1.89502 -0.03595 -1.170
C -1.07238 -0.65769 -0.40845 -0.268
Br -0.47976 -1.27549 1.31587 -0.021
C -2.09974 -1.35155 -0.88773 -0.168
C -2.88891 -2.50033 -0.33267 -0.658
Br -2.77668 -0.97666 -2.65503 -0.025
O 1.13394 0.79832 0.04683 -0.829
C 2.15249 1.72648 -0.08793 -0.073
C 1.83794 2.70518 -1.24398 -0.080
O 0.62402 2.32616 -1.81389 -0.818
H 2.86920 -0.92870 -0.81933 0.209
H 2.47920 -2.61084 -0.49758 0.178
H 3.21624 -2.15676 -2.05055 0.147
H 0.95204 -2.24283 -2.53150 0.343
H 0.42186 -0.28634 -3.25610 0.186
H 1.86994 0.28565 -2.42297 0.167
H -1.12099 1.04807 -2.16576 -0.143
H -0.73765 2.81683 0.05058 0.353
H -1.17609 1.50039 0.89770 0.356
H -3.95603 -2.27865 -0.35687 0.222
H -2.60044 -2.70134 0.69694 0.225
H -2.72545 -3.39929 -0.93189 0.201
H 2.29971 2.26652 0.85665 0.150
H 3.11350 1.22560 -0.28577 0.147
H 1.76682 3.73844 -0.87507 0.142
H 2.63664 2.66492 -1.99756 0.146
C -3.06925 -6.68060 -0.84710 -0.721
C -4.26129 -5.91716 -1.19573 0.284
N -5.16086 -5.25980 -1.46613 -0.323
H -2.18262 -6.12823 -1.15507 0.264
H -3.02938 -6.83440 0.22982 0.252
H -3.08058 -7.64783 -1.34652 0.244
C -1.33388 6.22002 2.17604 -0.716
C -0.97753 4.82444 2.39937 0.275
N -0.70749 3.72437 2.57575 -0.308
H -1.84219 6.32012 1.21831 0.257
H -1.99568 6.56745 2.96756 0.244
H -0.43678 6.83678 2.16512 0.247
C 2.84260 0.68725 3.74684 -0.729
C 3.84628 1.19862 2.82281 0.306
N 4.63369 1.54732 2.06597 -0.353
H 2.37051 1.51104 4.27959 0.251
H 2.07698 0.15646 3.17990 0.285
H 3.30426 0.00987 4.46310 0.238


(2)
43
Properties=species:S:1:pos:R:3:mulliken_spin:R:1 method="wB97M-V/def2-TZVPD" homo_energy_ev="-15.8355 / -15.7440" spin_multiplicity=2 s_squared=0.75 orbital_gap_ev="2.96 / 2.96" total_charge=+3 largest_force_ev_per_a=9.75
C 4.55534 0.91275 1.94834 0.000
C 5.24315 0.56569 1.01236 -0.006
C 6.03540 0.09223 -0.08571 0.000
Si 5.15543 0.15926 -1.75391 0.000
O 3.74059 -0.72352 -1.39070 -0.001
Si 2.51929 -0.18719 -0.58309 0.002
Br 1.95098 1.86804 -0.74691 -0.002
C 0.92670 -1.20851 -0.66610 0.005
C 0.11692 -1.17798 0.62873 -0.005
C -1.17245 -1.90332 0.66883 0.004
C -1.73949 -1.76406 2.06559 -0.001
C -2.13452 -1.50990 -0.44946 -0.005
C -3.38350 -0.74848 -0.03818 0.002
C -3.25235 0.67604 0.36687 0.005
C -3.44766 1.72699 -0.46479 0.009
C -2.99447 1.73304 -1.88048 0.000
C -4.19254 2.91880 0.02069 0.000
H 4.28997 1.33783 2.88780 0.001
H 6.92481 0.70903 -0.18574 0.000
H 6.37060 -0.91183 0.14697 0.000
H 5.92480 -0.50328 -2.79547 0.000
H 4.85284 1.52041 -2.19144 0.000
H 2.96367 -0.33486 0.84332 -0.010
H 1.11944 -2.22039 -0.99866 -0.001
H 0.37473 -0.68807 -1.44149 -0.001
H -0.00392 -0.10058 0.89143 -0.007
H 0.81413 -1.66992 1.41990 0.001
H -0.92277 -2.94853 0.51205 0.000
H -1.92842 -0.72534 2.30163 0.000
H -1.00532 -2.10419 2.81002 0.001
H -2.63730 -2.33589 2.21952 0.000
H -2.48350 -2.42878 -0.90477 -0.001
H -1.63631 -0.96746 -1.24080 0.001
H -4.02831 -0.77741 -0.90321 0.000
H -3.91039 -1.28199 0.73864 0.000
H -3.07579 0.91119 1.40081 0.000
H -3.78869 1.35904 -2.52264 0.001
H -2.12482 1.11828 -2.04661 0.000
H -2.78239 2.74478 -2.18565 0.000
H -3.50780 3.72924 0.26233 0.001
H -4.82960 3.27596 -0.77479 0.000
H -4.79894 2.71089 0.88052 0.000
Ce 1.90245 -0.84803 2.22426 1.006


(3)
47
Properties=species:S:1:pos:R:3:nbo_charge:R:1 method="wB97M-V/def2-TZVPD" homo_energy_ev=-12.8183 orbital_gap_ev=8.14 total_charge=+1 largest_force_ev_per_a=9.11 smiles="CC(=O)OCCCCCCN(C[C@H](C)Br)c1nc([PH2]=O)[nH][nH+]1"
C -3.38015 2.29283 -0.22315 -0.753
C -3.02156 2.32861 1.37629 0.769
O -3.92714 1.73628 2.20363 -0.552
O -1.80505 2.92755 1.98113 -0.518
C -0.65573 2.69323 1.09474 -0.082
C 0.81790 2.83250 1.85110 -0.427
C 1.81641 1.55163 1.45055 -0.417
C 2.08721 1.68580 -0.15912 -0.442
C 3.06378 0.54473 -0.80730 -0.430
C 2.76941 -0.99302 -0.34282 -0.240
N 1.32818 -1.33778 -0.06601 -0.421
C 1.05553 -2.13269 1.22844 -0.271
C 0.76027 -3.72951 0.85116 -0.270
C -0.29415 -4.26931 2.00919 -0.653
Br 2.39908 -4.88773 0.93949 0.035
C 0.23984 -1.07301 -0.85721 0.622
N 0.26383 -0.35210 -2.18647 -0.407
C -1.21786 -0.32367 -2.53566 0.100
P -1.68968 0.57663 -4.16604 1.315
O -0.47630 1.59038 -4.47946 -0.980
N -2.08441 -1.02843 -1.50884 -0.390
N -1.19966 -1.47530 -0.50841 -0.428
H -3.73855 3.31824 -0.67404 0.274
H -2.49847 1.86851 -0.89549 0.214
H -4.29583 1.54242 -0.37734 0.253
H -0.80569 1.61836 0.61182 0.150
H -0.76268 3.45284 0.18120 0.196
H 1.33468 3.77642 1.33444 0.223
H 0.72888 2.97639 3.01256 0.253
H 1.23462 0.59326 1.78446 0.188
H 2.79942 1.64698 2.08611 0.236
H 1.12403 1.73927 -0.82638 0.222
H 2.64227 2.73130 -0.31670 0.241
H 4.20068 0.77873 -0.57779 0.241
H 2.97708 0.56385 -1.99784 0.242
H 3.47518 -1.21579 0.58864 0.251
H 3.16740 -1.70417 -1.20644 0.244
H 0.17962 -1.67896 1.86539 0.234
H 2.02425 -2.15787 1.92208 0.277
H 0.33216 -3.83690 -0.24397 0.232
H -0.60735 -5.37660 1.79699 0.258
H -1.18308 -3.51253 2.10762 0.198
H 0.32577 -4.28815 3.02738 0.245
H -1.94439 -0.30252 -5.27855 0.031
H -2.84454 1.42026 -3.82905 0.007
H -3.13145 -1.14160 -1.56703 0.476
H -1.58374 -1.96937 0.32670 0.458


(4)
45
Properties=species:S:1:pos:R:3:mulliken_charge:R:1 method="wB97M-V/def2-TZVPD" homo_energy_ev="-19.3203 / -19.3186" orbital_gap_ev="3.61 / 3.61" total_charge=+3 largest_force_ev_per_a=7.52 de_lowest_ev=5.702
C 1.79786 -0.87161 1.29827 -1.539
I -0.58520 1.02979 -2.63170 0.207
H 2.82218 -1.10780 1.00232 0.350
H 1.29511 -1.77788 1.64443 0.591
H 1.81309 -0.16136 2.12753 0.633
Zr 0.80718 -0.04848 -0.40733 -0.484
P 0.42266 -2.19650 -1.31706 1.267
C -1.22634 -2.87889 -0.92734 -1.194
C 0.51201 -2.26564 -3.13574 -1.290
H 0.64172 -3.30410 -3.45806 0.474
H 1.42429 -4.41338 -1.36279 0.496
H 1.35186 -1.65303 -3.46892 0.387
H 2.61549 -3.13588 -0.98216 0.392
H -1.97815 -2.18403 -1.31317 0.370
H -0.41004 -1.84897 -3.54734 0.458
C 1.59974 -3.49443 -0.79480 -1.237
H -1.36135 -3.86294 -1.38710 0.491
H 1.49173 -3.70298 0.27201 0.424
H -1.34770 -2.96405 0.15611 0.374
P 1.40019 2.16811 0.16826 1.239
C 0.10333 3.06181 1.09364 -1.214
C 2.90488 2.35182 1.19168 -1.224
H 2.30893 2.67216 -2.00301 0.391
H 2.31086 4.11948 -0.93703 0.474
H 0.79218 3.54473 -1.70808 0.443
C 1.74307 3.24195 -1.26361 -1.300
H 3.71415 1.78111 0.72815 0.395
H 3.18959 3.40691 1.25459 0.494
H 0.41813 4.08593 1.31696 0.501
H -0.11617 2.53700 2.02754 0.371
H 2.73307 1.96547 2.19928 0.445
H -0.80029 3.07797 0.47698 0.370
Cl 2.94401 -0.15438 -1.52844 -0.182
N -5.58320 1.81081 -0.47238 -0.285
C -4.68378 1.32459 0.07081 -0.427
C -3.56353 0.70880 0.74383 0.051
C -3.71502 0.10642 1.98091 -0.222
C -2.61208 -0.50042 2.57424 -0.914
C -1.37407 -0.51663 1.90780 -0.411
N -1.21667 0.06180 0.67384 0.996
C -2.31781 0.67804 0.11995 -0.158
H -4.67853 0.11051 2.47835 0.567
H -2.72051 -0.96545 3.54475 0.507
H -0.55966 -1.00474 2.40238 0.413
H -2.30721 1.16837 -0.80857 0.508